Entry 1:
ORCA calculation (the ωB97M-V functional and the def2-TZVPD basis) on a cluster of 14 separate species, C75H190N14O21 in total.

```
! RIJCOSX wB97M-V def2-TZVPD def2/J DEFGRID3
* xyz 0 1
C -7.595 8.281 1.881
C -6.880 8.049 0.478
C -7.066 9.361 -0.358
C -6.313 10.630 0.352
C -4.893 10.428 0.530
C -4.524 9.044 1.243
N -5.402 7.940 0.677
O -5.037 6.741 1.135
C -3.015 8.848 0.744
C -4.503 9.110 2.822
C -7.450 6.809 -0.312
H -7.828 7.459 2.557
H -8.603 8.668 1.733
H -7.056 9.060 2.420
H -6.566 9.111 -1.293
H -8.129 9.438 -0.586
H -6.767 10.898 1.306
H -6.530 11.536 -0.213
H -4.386 11.312 0.917
H -4.621 10.510 -0.523
H -2.511 8.062 1.306
H -2.928 8.460 -0.271
H -2.451 9.775 0.845
H -3.505 9.253 3.238
H -5.061 9.978 3.173
H -4.989 8.302 3.369
H -7.323 5.889 0.259
H -6.989 6.740 -1.298
H -8.517 6.980 -0.454
H -4.728 6.178 0.422
C -2.743 -6.803 -0.331
O -2.646 -8.187 0.141
C -3.810 -8.932 0.073
C -3.338 -10.365 0.269
N -3.648 -10.696 1.702
C -3.405 -12.115 2.037
C -2.963 -12.421 3.458
O -1.677 -11.668 3.538
C -0.454 -12.422 3.301
H -3.561 -6.181 0.031
H -2.778 -6.724 -1.417
H -1.856 -6.170 -0.326
H -4.275 -8.758 -0.897
H -4.391 -8.478 0.875
H -2.285 -10.470 0.010
H -3.974 -11.054 -0.287
H -3.155 -9.995 2.237
H -2.741 -12.607 1.326
H -4.278 -12.745 1.873
H -2.725 -13.484 3.441
H -3.681 -12.156 4.235
H -0.532 -12.740 2.261
H -0.386 -13.182 4.079
H 0.463 -11.889 3.552
C -10.082 -0.396 1.496
O -10.622 -0.976 0.323
C -10.779 -2.379 0.431
C -11.463 -3.036 -0.776
N -10.604 -2.900 -1.917
C -11.242 -3.292 -3.208
C -12.337 -2.297 -3.409
O -12.840 -2.207 -4.750
C -11.978 -1.514 -5.640
H -10.414 -0.922 2.391
H -10.304 0.664 1.371
H -9.026 -0.535 1.263
H -11.301 -2.517 1.378
H -9.819 -2.844 0.652
H -12.453 -2.586 -0.852
H -11.514 -4.107 -0.579
H -10.172 -1.988 -1.959
H -11.577 -4.318 -3.059
H -10.514 -3.252 -4.018
H -12.132 -1.246 -3.210
H -13.173 -2.458 -2.728
H -11.179 -2.153 -6.016
H -11.433 -0.667 -5.225
H -12.601 -1.009 -6.379
C 5.762 4.140 -13.390
O 4.524 3.604 -12.854
C 4.734 2.341 -12.216
C 3.387 1.671 -11.752
N 2.688 2.305 -10.628
C 3.422 2.448 -9.422
C 4.100 1.135 -8.837
O 3.054 0.407 -8.148
C 3.432 -0.878 -7.753
H 5.486 5.025 -13.963
H 6.252 3.391 -14.013
H 6.504 4.518 -12.688
H 5.497 2.334 -11.438
H 5.216 1.657 -12.915
H 3.709 0.700 -11.378
H 2.646 1.528 -12.539
H 2.192 3.119 -10.963
H 2.837 2.954 -8.654
H 4.211 3.194 -9.522
H 4.712 1.514 -8.018
H 4.590 0.572 -9.632
H 3.215 -1.283 -8.741
H 2.901 -1.371 -6.939
H 4.462 -0.887 -7.395
C 0.590 -7.909 3.609
O 1.400 -7.065 4.410
C 0.922 -5.729 4.602
C -0.250 -5.524 5.594
N -0.141 -6.145 6.870
C -0.571 -7.498 6.912
C -1.235 -7.896 8.248
O -2.574 -7.319 8.177
C -3.295 -7.489 9.441
H 0.765 -7.590 2.581
H -0.437 -8.020 3.955
H 0.920 -8.947 3.661
H 0.712 -5.047 3.778
H 1.749 -5.266 5.142
H -1.179 -5.760 5.075
H -0.162 -4.453 5.776
H -0.737 -5.609 7.485
H 0.376 -8.014 6.754
H -1.223 -7.670 6.056
H -0.613 -7.462 9.031
H -1.218 -8.978 8.381
H -2.691 -7.262 10.320
H -3.691 -8.502 9.372
H -4.120 -6.779 9.388
C -3.746 1.046 -1.872
O -2.587 1.307 -1.020
C -1.305 1.226 -1.705
C -0.192 1.921 -0.996
N -0.044 1.363 0.351
C 0.904 2.044 1.291
C 0.823 1.183 2.561
O 1.840 1.637 3.488
C 2.293 0.630 4.402
H -4.602 1.500 -1.372
H -3.865 0.159 -2.494
H -3.539 1.774 -2.656
H -1.219 1.559 -2.740
H -1.094 0.164 -1.829
H -0.686 2.880 -0.840
H 0.728 1.981 -1.577
H -0.971 1.317 0.749
H 0.479 3.040 1.412
H 1.892 1.929 0.846
H 1.082 0.201 2.166
H -0.113 1.116 3.116
H 1.446 0.106 4.846
H 2.612 1.013 5.372
H 2.993 -0.076 3.956
C -8.277 5.391 -11.084
O -8.235 5.712 -12.404
C -7.890 4.579 -13.294
C -8.481 4.588 -14.706
N -9.782 3.945 -14.778
C -10.265 3.762 -16.197
C -11.755 3.368 -16.395
O -12.758 4.104 -15.673
C -12.796 5.539 -15.867
H -9.131 4.746 -10.876
H -8.271 6.327 -10.526
H -7.366 4.879 -10.776
H -7.973 3.569 -12.892
H -6.816 4.648 -13.464
H -7.636 4.078 -15.168
H -8.466 5.573 -15.172
H -10.557 4.416 -14.333
H -9.661 3.176 -16.890
H -10.181 4.781 -16.575
H -11.926 2.308 -16.210
H -11.936 3.278 -17.466
H -12.958 5.613 -16.942
H -11.922 6.107 -15.548
H -13.744 5.944 -15.514
C 8.194 -2.576 16.340
O 8.193 -3.446 15.183
C 7.540 -2.798 14.184
C 7.817 -3.661 12.866
N 9.264 -3.525 12.392
C 9.588 -4.643 11.540
C 9.738 -6.032 12.268
O 11.039 -6.003 12.955
C 11.446 -7.119 13.750
H 8.643 -3.137 17.160
H 7.172 -2.365 16.656
H 8.807 -1.694 16.156
H 7.934 -1.806 13.965
H 6.453 -2.731 14.227
H 7.191 -3.326 12.039
H 7.516 -4.641 13.238
H 9.856 -3.578 13.209
H 10.544 -4.486 11.041
H 8.757 -4.953 10.907
H 9.985 -6.770 11.505
H 8.764 -6.278 12.691
H 12.197 -6.868 14.498
H 11.688 -7.935 13.069
H 10.647 -7.440 14.419
C -2.468 -2.403 -11.780
C -3.514 -1.661 -11.014
C -4.962 -2.317 -10.788
O -5.683 -2.596 -12.005
C -6.119 -1.556 -12.826
N -2.912 -1.298 -9.740
H -1.853 -2.964 -11.076
H -1.828 -1.736 -12.358
H -3.037 -3.076 -12.420
H -3.669 -0.684 -11.471
H -5.626 -1.676 -10.209
H -4.921 -3.197 -10.146
H -5.382 -0.845 -13.199
H -6.919 -1.034 -12.299
H -6.637 -2.001 -13.676
H -1.972 -0.938 -9.818
H -3.399 -0.484 -9.393
C 10.230 1.607 -6.063
C 10.428 3.146 -6.030
C 10.196 3.737 -4.593
O 8.867 3.829 -4.230
C 8.766 4.514 -3.000
N 11.818 3.402 -6.484
H 10.126 1.248 -7.087
H 9.381 1.405 -5.411
H 11.025 1.026 -5.595
H 9.682 3.492 -6.745
H 10.606 4.745 -4.666
H 10.926 3.186 -4.000
H 9.514 4.303 -2.236
H 7.790 4.392 -2.529
H 8.944 5.551 -3.282
H 12.377 3.521 -5.651
H 11.870 4.317 -6.908
C 11.637 1.497 5.852
C 12.721 2.602 5.795
C 13.506 2.667 7.149
O 14.284 3.855 7.204
C 15.201 3.868 8.284
N 13.578 2.192 4.730
H 10.970 1.384 4.997
H 11.113 1.419 6.805
H 12.149 0.552 5.670
H 12.302 3.603 5.688
H 14.061 1.741 7.304
H 12.730 2.692 7.913
H 15.679 2.893 8.198
H 14.768 3.779 9.281
H 15.690 4.823 8.087
H 14.197 1.409 4.880
H 14.066 3.018 4.413
C 1.195 6.400 7.817
C 2.265 7.332 7.292
C 2.160 8.765 7.860
O 3.007 9.765 7.407
C 3.078 9.772 6.038
N 3.521 6.674 7.580
H 1.335 6.237 8.886
H 1.259 5.431 7.323
H 0.177 6.717 7.593
H 2.235 7.292 6.203
H 2.438 8.649 8.907
H 1.162 9.137 8.093
H 3.711 8.896 5.899
H 3.618 10.663 5.718
H 2.128 9.901 5.518
H 3.459 5.695 7.336
H 4.175 7.232 7.051
C 8.253 -3.768 0.409
C 7.870 -4.490 -0.894
C 9.153 -4.429 -1.767
O 10.235 -5.173 -1.263
C 11.422 -5.094 -1.926
N 7.477 -5.862 -0.663
H 8.668 -2.796 0.142
H 9.016 -4.231 1.035
H 7.401 -3.396 0.978
H 7.106 -3.987 -1.489
H 9.427 -3.383 -1.902
H 8.839 -4.792 -2.745
H 12.171 -4.570 -1.332
H 11.443 -4.674 -2.932
H 11.833 -6.086 -2.111
H 8.328 -6.396 -0.559
H 6.835 -6.032 0.099
C -4.917 -1.618 8.620
C -3.957 -0.572 9.023
C -4.542 0.672 9.622
O -5.577 1.382 8.869
C -5.136 1.807 7.545
N -2.957 -1.152 9.867
H -5.404 -2.085 9.477
H -4.490 -2.358 7.944
H -5.793 -1.260 8.079
H -3.496 -0.225 8.098
H -3.806 1.443 9.849
H -5.035 0.289 10.515
H -4.889 0.957 6.908
H -4.305 2.482 7.749
H -5.915 2.446 7.131
H -2.621 -0.359 10.395
H -3.443 -1.717 10.549
*
```

---

Entry 2:
ORCA calculation (the ωB97M-V functional and the def2-TZVPD basis) on a cluster of 2 separate species, C4H10N2 in total.

```
! RIJCOSX wB97M-V def2-TZVPD def2/J DEFGRID3
* xyz 0 1
H -1.350 1.500 -3.827
N -1.148 0.866 -3.082
C -2.202 0.662 -2.377
N -2.270 0.125 -1.162
H -3.211 0.615 -2.923
H -1.336 0.271 -0.699
H -3.088 -0.277 -0.658
C 1.271 -1.679 1.097
C 2.104 -0.861 1.786
C 1.789 0.627 1.897
H 0.891 -2.538 1.492
H 0.778 -1.337 0.144
H 2.784 -1.294 2.475
H 2.414 1.332 1.362
H 1.819 1.149 2.887
H 0.754 0.839 1.587
*
```

---

Entry 3:
ORCA calculation (the ωB97M-V functional and the def2-TZVPD basis) on a cluster of 5 separate species, C20H34N2O6S3 in total.

```
! RIJCOSX wB97M-V def2-TZVPD def2/J DEFGRID3
* xyz 0 1
O -0.314 0.010 2.051
S 0.255 -1.236 2.502
O 0.150 -2.425 1.694
C 1.993 -0.922 2.872
C 2.278 -1.619 4.179
C 1.054 -1.351 5.054
C -0.207 -1.582 4.226
H 2.151 0.158 2.863
H 2.557 -1.257 1.999
H 2.505 -2.673 4.011
H 3.158 -1.228 4.694
H 1.047 -0.307 5.373
H 0.999 -1.971 5.948
H -1.066 -0.949 4.440
H -0.566 -2.611 4.255
O -3.738 4.175 2.142
S -3.097 5.158 1.310
O -3.811 6.350 0.919
C -1.499 5.633 2.050
C -0.415 5.417 0.984
C -1.078 5.124 -0.392
C -2.392 4.412 -0.171
H -1.389 4.930 2.871
H -1.606 6.673 2.338
H 0.206 6.302 0.876
H 0.213 4.573 1.267
H -0.449 4.513 -1.039
H -1.204 6.097 -0.869
H -2.306 3.348 0.048
H -3.092 4.572 -0.989
O -1.239 -1.680 -3.154
S -1.022 -1.993 -1.767
O 0.138 -1.445 -1.110
C -2.551 -1.627 -0.892
C -3.405 -2.809 -1.311
C -2.557 -4.076 -1.109
C -1.098 -3.771 -1.456
H -2.877 -0.647 -1.227
H -2.343 -1.685 0.177
H -4.347 -2.884 -0.767
H -3.716 -2.728 -2.356
H -2.962 -4.916 -1.670
H -2.579 -4.366 -0.058
H -0.634 -4.236 -2.325
H -0.442 -3.892 -0.595
C 1.293 -3.587 -5.455
C 1.508 -2.238 -5.053
C 2.165 -2.269 -3.856
N 2.374 -3.580 -3.525
C 1.855 -4.390 -4.502
H 0.797 -3.886 -6.363
H 1.207 -1.340 -5.563
H 2.515 -1.464 -3.234
H 2.937 -3.903 -2.760
H 1.925 -5.461 -4.409
C 3.368 2.199 -0.467
C 2.204 2.940 -0.194
C 1.151 2.053 -0.029
N 1.666 0.818 -0.300
C 3.000 0.873 -0.549
H 4.376 2.564 -0.584
H 2.178 4.008 -0.041
H 0.096 2.149 0.155
H 1.114 -0.020 -0.420
H 3.562 -0.025 -0.740
*
```

---

Entry 4:
ORCA calculation (the ωB97M-V functional and the def2-TZVPD basis) on a cluster of 2 separate species, CH3ClNO3S in total.

```
! RIJCOSX wB97M-V def2-TZVPD def2/J DEFGRID3
* xyz -1 1
C -0.645 -0.581 -0.786
N -1.971 -0.076 -1.234
O 1.188 -0.250 2.207
O -2.905 -0.669 -0.755
O 0.658 1.960 1.232
S 1.745 0.969 1.602
Cl 2.743 0.316 -0.443
H 0.068 -0.537 -1.608
H -0.258 0.283 -0.077
H -0.623 -1.414 -0.137
*
```

---

Across the entries above, Kohn-Sham gap takes the values 8.23; 9.81; 8.29; 8.58 eV, respectively.